DFT (the ωB97M-V functional and the def2-TZVPD basis) results for a structure of composition C12H8N2O5PdS2.

XYZ file:
```
30
Properties=species:S:1:pos:R:3:forces:R:3
Pd -0.36169 -0.06460 0.16605 -0.49 -0.58 0.57
O 1.41483 -3.05037 -2.42828 0.13 -0.53 -0.17
C 1.13481 -2.03188 -1.79525 1.06 0.57 -0.80
O 0.12889 -1.87714 -1.06579 -0.86 1.02 0.61
C 2.10656 -0.81554 -2.04039 -0.48 -0.55 -0.05
C 1.36307 0.46424 -2.46701 0.08 -0.18 -0.72
C 2.36342 1.37634 -3.20971 -0.23 -0.06 -0.09
C 3.20105 1.91171 -2.03432 -0.04 0.05 0.22
C 2.52418 1.20034 -0.84509 0.63 0.22 0.21
O 1.16518 1.18093 -1.25588 -0.10 0.20 -0.07
C 2.93772 -0.28080 -0.84749 -0.06 -0.20 0.79
C 2.70566 -0.92769 0.57541 0.91 0.39 -1.40
O 3.66391 -1.55767 1.02381 0.21 -0.28 0.30
O 1.63833 -0.66474 1.17370 -2.06 0.43 0.42
H 2.77010 -1.16473 -2.84052 -0.16 0.13 0.17
H 0.40494 0.30462 -2.97069 0.15 0.04 0.15
H 2.95692 0.81642 -3.92883 0.00 -0.01 -0.12
H 1.84198 2.18275 -3.72562 -0.02 0.00 -0.04
H 4.25331 1.64872 -2.10879 0.12 0.04 0.01
H 3.10893 2.99469 -1.94325 0.03 0.02 0.03
H 2.61597 1.70427 0.12093 -0.08 -0.11 -0.17
H 4.00937 -0.39402 -1.04709 -0.22 0.03 0.07
S -2.26540 0.87050 -1.10258 1.41 -0.89 0.81
C -3.27729 1.37003 0.20473 1.15 -0.49 1.56
C -4.49833 1.92918 -0.18028 -1.30 0.55 -0.28
N -5.49904 2.38356 -0.53446 0.07 -0.01 0.02
C -2.95540 1.26004 1.55007 0.52 -0.27 -1.94
S -1.49012 0.57679 2.17886 0.57 -0.05 -0.98
C -3.85430 1.73210 2.50820 -1.02 0.57 0.95
N -4.58247 2.12474 3.31352 0.05 -0.05 -0.02
```
Forces are in eV/Å.

Summary:
M = 430.76 g/mol
LUMO energy (alpha / beta) = 4.77 / 4.78 eV
Frontier orbital gap (alpha / beta) = 6.529 / 6.493 eV
Charge = -2
Energy above the lowest of the compared OMol25 structures with the same formula, charge and spin = 30.2 kcal/mol